(1)
ORCA calculation (wB97M-V/def2-TZVPD) on 6 unconnected molecules or ions with the total composition H10IO5.

Element x y z (Å)
I -0.71670 0.01486 -0.30541
O -1.12370 2.77368 2.29143
H -1.03600 1.98643 1.75406
H -1.85136 3.25403 1.89645
O -3.12939 -1.14271 -2.38141
H -2.32794 -0.94779 -1.89571
H -3.60587 -1.75610 -1.82198
O 2.05939 2.03289 -0.22576
H 2.75286 1.55899 -0.68484
H 1.26083 1.54571 -0.42873
O 0.38654 -1.97989 2.48246
H 0.00838 -1.58292 1.69784
H 0.71624 -2.82855 2.18697
O 2.45217 -0.68699 -1.44141
H 2.61117 -1.46862 -1.97058
H 1.54338 -0.77295 -1.15341

Cartesian forces, eV/Å:
I -0.2761 0.1718 0.2814
O 0.0915 0.0731 0.2211
H 0.0479 -0.1670 -0.0614
H -0.1798 0.1756 -0.0781
O -0.2107 0.1706 -0.2503
H 0.2606 -0.1436 -0.1199
H -0.2139 -0.2144 0.1394
O 0.0228 0.3564 0.3501
H 0.2251 -0.2844 -0.1753
H -0.0659 0.1679 -0.2475
O 0.0477 0.0746 0.2547
H -0.1757 0.0341 -0.1061
H 0.1324 -0.2504 -0.0176
O 0.3238 0.1918 0.0387
H 0.1310 -0.1946 -0.1827
H -0.1609 -0.1615 -0.0465

expectation value of S²: 0.75
LUMO energy (alpha / beta): 0.02 / -4.94 eV
ΔE to the lowest compared entry with this formula, charge and spin: 0.5 kcal per mole
HOMO energy (alpha / beta): -11.499 / -11.445 eV
F_max: 0.0097 hartree/bohr
multiplicity: 2
HOMO-LUMO gap (alpha / beta): 11.516 / 6.502 eV
molar mass: 216.98 Da
energy: -18498.9827 eV



(2)
ORCA calculation (wB97M-V/def2-TZVPD) on a molecular structure, C25H24NO8P3Y.

Element x y z (Å)
Y 0.42408 -1.21867 -1.65220
O -1.71471 -1.70161 -1.81104
C -2.67232 -1.85417 -1.00561
C -3.00762 -0.65169 -0.09587
C -4.36651 -0.30497 -0.11259
C -4.89030 0.59013 0.79214
C -4.09130 1.10657 1.81782
C -2.76015 0.75753 1.86443
C -2.19647 -0.07930 0.88513
P -0.41157 -0.35867 0.90467
C -0.01250 -0.98604 2.55532
C 0.55379 -0.23120 3.57377
C 0.80366 -0.81403 4.80965
C 0.48970 -2.14539 5.03319
C -0.07810 -2.90412 4.01646
C -0.32650 -2.32832 2.78171
C 0.38502 1.27328 0.78355
C 1.77954 1.30476 0.87309
C 2.46521 2.49776 0.71953
C 1.76792 3.66794 0.44943
C 0.38765 3.63845 0.33391
C -0.30650 2.44871 0.50649
H -5.00364 -0.78307 -0.84840
H -5.93830 0.85995 0.73168
H -4.51197 1.76046 2.57072
H -2.13041 1.14891 2.65709
H 0.81059 0.80672 3.40222
H 1.25156 -0.22212 5.59806
H 0.69449 -2.59661 5.99578
H -0.31603 -3.94739 4.17839
H -0.75677 -2.92609 1.98338
H 2.33582 0.38923 1.05244
H 3.54569 2.50379 0.78495
H 2.30339 4.59713 0.30080
H -0.15778 4.53954 0.08497
H -1.38181 2.43410 0.38942
O 2.57928 -2.64065 0.97972
P 3.22591 -2.61591 -0.48123
O 4.68380 -2.62059 -0.39458
O 2.52767 -1.49101 -1.27990
O 2.62848 -3.96317 -1.17324
P 1.07327 -4.21053 -1.54285
O 0.89880 -3.26092 -2.90596
O 0.83332 -5.61822 -1.84022
O 0.29132 -3.33536 -0.58887
H 1.65646 -2.93777 0.96691
H 1.29340 -3.70921 -3.66332
C 2.85821 1.06593 -2.95626
C 1.45973 1.59886 -2.97719
C 1.10493 2.88122 -3.30200
C -0.31589 2.93950 -3.25204
C -0.75237 1.69082 -2.89540
C -2.18453 1.28537 -2.76234
N 0.32663 0.83446 -2.71009
H 3.51786 1.82906 -3.37216
H 2.98699 0.16280 -3.55967
H 3.22234 0.81370 -1.95842
H 1.79795 3.66747 -3.56572
H -0.95712 3.78211 -3.46911
H -2.80363 2.03977 -3.25157
H -2.51970 1.21966 -1.72516
H -2.39994 0.32110 -3.22382

Cartesian forces, eV/Å:
Y -0.1482 -0.1881 -0.7845
O -0.3620 0.4639 0.5015
C -0.0360 0.1230 -0.1121
C -0.1656 -0.5126 -0.2035
C 0.0077 0.0385 0.0975
C -0.0697 0.0267 -0.0043
C -0.0065 -0.0487 -0.0760
C 0.0505 0.0117 -0.0450
C -0.0198 0.1834 0.2638
P 0.1222 0.1580 -0.2292
C -0.1515 -0.2030 0.0378
C 0.0074 0.0128 0.0227
C 0.0186 0.0462 -0.0010
C -0.0203 -0.0425 -0.0355
C 0.0189 0.0421 0.0234
C 0.0147 -0.0289 0.0161
C -0.0723 0.1278 0.2424
C 0.0599 -0.0630 0.0215
C -0.0192 -0.0007 -0.0272
C 0.0032 -0.0025 -0.0121
C -0.0152 -0.0148 -0.0219
C 0.0573 -0.0034 -0.0955
H 0.0124 -0.0204 0.0061
H 0.0103 0.0205 0.0264
H -0.0102 0.0065 -0.0047
H 0.0160 -0.0144 -0.0083
H -0.0050 -0.0003 -0.0032
H -0.0007 -0.0051 0.0011
H 0.0019 0.0036 -0.0003
H 0.0012 0.0022 0.0122
H 0.0100 0.0305 -0.0187
H -0.0279 -0.0142 0.0042
H -0.0018 0.0086 -0.0004
H 0.0032 -0.0043 0.0033
H 0.0091 0.0023 0.0016
H -0.0069 0.0004 0.0147
O 0.0359 -0.0294 0.2845
P -0.1179 0.4093 -0.3308
O -0.0117 -0.0817 -0.1255
O 0.3205 -0.1382 0.6057
O 0.1339 -0.4918 -0.0969
P 0.3372 0.3114 0.2229
O 0.1463 -0.4150 -0.0529
O -0.0792 -0.0112 -0.0307
O 0.0485 -0.1266 0.2410
H -0.0818 0.0360 -0.1438
H -0.0643 0.2368 -0.1148
C 0.0998 -0.0502 0.0366
C -0.0708 -0.0570 0.0325
C -0.0919 0.0364 -0.0162
C 0.1017 0.0422 -0.0078
C 0.1117 -0.0914 -0.0869
C -0.0885 -0.0204 0.0217
N 0.0297 0.2645 -0.0748
H 0.0208 -0.0192 0.0205
H -0.0749 0.0028 -0.0181
H -0.0499 0.0321 0.0241
H -0.0395 0.0196 -0.0050
H 0.0331 0.0136 -0.0091
H -0.0169 -0.0145 0.0110
H 0.0408 -0.0027 0.0268
H 0.0421 0.0029 -0.0269

LUMO energy: 2.56 eV
ΔE to the lowest compared entry with this formula, charge and spin: 14.1 kcal per mole
charge: -1
HOMO energy: -4.445 eV
F_max: 0.0160 hartree/bohr
HOMO-LUMO gap: 7.003 eV
molar mass: 648.29 Da
energy: -73106.9795 eV



(3)
ORCA calculation (wB97M-V/def2-TZVPD) on C6H10N4 in the gas phase.

Element x y z (Å)
C 0.76828 0.33592 3.14595
C 1.63908 0.76808 2.15624
C -0.37056 0.14051 2.48071
C 0.10256 0.09999 -1.99924
C -0.42882 -1.26809 -2.25169
C -0.80086 0.90539 -1.07248
N 1.08302 0.86944 0.97543
N -0.21158 0.40729 1.17253
N -0.28847 -2.24703 -1.36184
N -1.08512 0.29722 0.25338
H 0.81451 0.19915 4.27136
H 2.66451 1.06396 2.38474
H -1.38559 -0.11203 2.88761
H 1.08722 -0.02539 -1.54378
H 0.23737 0.58505 -2.87026
H -1.65332 -1.23088 -2.52555
H -0.18612 -1.80256 -3.18683
H -0.27405 1.91330 -0.86666
H -1.87671 0.90619 -1.48246
H 0.16464 -1.80551 -0.56715

Cartesian forces, eV/Å:
C -0.4135 -0.4902 2.7291
C 1.8097 0.8544 0.3847
C -3.9698 -1.2242 1.3056
C -0.0086 -1.7073 2.9625
C -3.9385 0.3009 -3.6546
C -0.5295 0.7453 1.1796
N -0.0701 -0.3706 -0.5726
N 2.9474 1.2175 0.3326
N 0.4074 -1.7809 2.9437
N -1.7154 -0.2680 -1.7970
H 0.4867 0.3159 -1.8477
H -0.2511 -0.0380 -0.7056
H 1.2596 0.1076 -0.7326
H 0.0720 0.2211 0.0862
H 0.3235 1.9453 -3.0252
H 2.3301 0.2229 0.6655
H 0.5078 0.8883 -0.5711
H -1.2875 -1.2085 -0.5830
H 1.8255 0.7127 0.2121
H 0.2142 -0.4442 0.6878

LUMO energy (alpha / beta): -0.74 / 0.07 eV
ΔE to the lowest compared entry with this formula, charge and spin: 130.2 kcal per mole
HOMO energy (alpha / beta): -8.868 / -8.121 eV
F_max: 0.1046 hartree/bohr
HOMO-LUMO gap (alpha / beta): 8.129 / 8.194 eV
molar mass: 138.17 Da
energy: -12338.8256 eV



(4)
ORCA calculation (wB97M-V/def2-TZVPD) on 2 unconnected molecules or ions with the total composition C4H6N4OS.

Element x y z (Å)
C 0.59377 -0.29268 1.17994
C 2.16186 -0.35768 -0.23127
C 0.05908 -0.93957 0.10702
C -0.48644 2.18870 -0.06129
N 1.92426 0.07815 0.98240
N 1.09505 -0.96245 -0.75974
N 0.65960 2.48999 -0.19125
N -1.08813 -1.62438 -0.25816
O -1.58840 2.09342 -0.38061
S -2.49416 -0.99546 0.29615
H 0.24322 -0.18944 2.14394
H 3.03167 -0.04235 -0.82861
H 1.01766 -0.98845 -1.75729
H -3.13934 -0.51722 -0.84510
H 1.29540 2.24627 0.54617
H -3.28512 -2.18685 0.05769

Cartesian forces, eV/Å:
C 2.0721 0.8901 1.1203
C 0.6439 1.4089 -0.2116
C -2.7761 -1.7444 -1.1043
C -1.4882 0.6354 -2.1024
N -1.2545 -0.7938 0.2002
N 1.5769 -0.4023 -2.2659
N 2.7761 0.3546 1.0150
N 3.8611 -1.0517 -0.8087
O -1.9975 -0.5831 0.7371
S -3.2736 3.3996 1.2072
H -1.1619 0.2125 1.6602
H -0.4675 -0.5990 0.3742
H -0.3898 -0.6608 -0.3257
H 0.2710 -0.0019 0.9306
H 0.5917 0.0268 0.1168
H 1.0165 -1.0909 -0.5430

expectation value of S²: 2.02
LUMO energy (alpha / beta): 0.54 / -2.22 eV
ΔE to the lowest compared entry with this formula, charge and spin: 9.2 kcal per mole
HOMO energy (alpha / beta): -4.513 / -9.757 eV
F_max: 0.0947 hartree/bohr
multiplicity: 3
HOMO-LUMO gap (alpha / beta): 5.055 / 7.533 eV
molar mass: 158.19 Da
energy: -23082.2870 eV